Entry 1:
Computed, not measured: a molecular structure, C27H56F5GaN8O6PS, with wB97M-V/def2-TZVPD.

XYZ file:
```
105
Properties=species:S:1:pos:R:3:forces:R:3
N 3.88551 -0.09106 0.67521 -0.104 0.268 -0.137
P 2.18117 -0.50996 0.62795 -0.113 -0.251 0.347
O 2.31117 -2.04708 -0.07733 -0.241 -0.052 -0.094
Ga 1.32564 0.74365 -1.21375 0.353 0.041 -0.238
C 1.80629 -0.05216 -3.05177 -0.019 -0.018 0.502
C 3.13558 -0.81843 -3.17815 -0.317 -0.260 -0.202
S 4.34612 0.14148 -4.13416 0.075 0.099 -0.089
C 5.66989 0.26891 -3.03872 -0.051 -0.071 0.064
N 5.83111 -0.16695 -1.83623 0.011 -0.088 -0.019
N 7.10523 0.25439 -1.44419 -0.085 -0.155 0.313
C 7.58559 0.89634 -2.42966 0.254 0.158 -0.083
O 6.74767 0.95571 -3.49264 0.072 0.144 -0.151
C 1.93089 2.66256 -1.17276 0.055 0.199 0.022
C 1.12679 3.74230 -0.78905 0.108 0.010 -0.020
C 1.62175 5.04196 -0.82339 -0.035 -0.218 -0.013
N 2.85804 5.35794 -1.20871 0.004 0.011 0.024
C 3.63809 4.33972 -1.56801 -0.011 -0.191 -0.034
C 3.23068 3.01135 -1.56756 -0.211 0.028 0.078
C -0.75200 0.80824 -1.05644 0.038 0.038 0.184
F -1.30835 1.51404 -2.12275 -0.010 -0.084 0.155
F -1.17233 1.46619 0.09590 -0.064 -0.026 -0.338
C -1.49321 -0.53436 -1.03453 -0.136 -0.103 -0.094
F -1.38835 -1.14003 0.16118 0.025 0.170 -0.520
F -2.81237 -0.43354 -1.32884 0.433 -0.105 0.180
F -0.94589 -1.35686 -1.97289 -0.436 0.259 0.329
H 4.05184 0.80040 0.21757 0.115 -0.005 0.033
H 4.42926 -0.76940 0.15009 -0.010 0.013 -0.011
H 2.04775 -2.03112 -1.00257 0.154 -0.023 -0.030
H 0.99041 -0.72290 -3.32934 0.006 0.062 -0.188
H 1.80382 0.78751 -3.75027 -0.167 -0.075 -0.064
H 3.00982 -1.72963 -3.76831 0.019 -0.006 0.107
H 3.58833 -1.12254 -2.23527 0.156 0.215 -0.016
H 8.54413 1.38103 -2.49972 -0.034 -0.004 -0.066
H 0.10400 3.58222 -0.46437 0.041 0.026 -0.009
H 0.98398 5.86893 -0.52566 0.024 0.038 -0.017
H 4.64730 4.58903 -1.88478 -0.007 0.071 0.022
H 3.93517 2.24900 -1.89041 -0.012 0.034 -0.009
C -2.82364 -2.00801 4.41684 0.003 -0.048 0.030
C -4.05282 -1.27156 4.94148 0.133 -0.010 -0.043
C -4.91874 -0.62923 3.85056 -0.102 -0.005 0.032
O -4.38861 0.54736 3.28649 0.046 -0.006 -0.005
C -3.39488 0.34614 2.29078 0.016 0.079 -0.035
N -3.62770 -0.30322 5.95770 -0.090 -0.006 0.049
H -2.02299 -1.31873 4.15049 -0.019 0.022 -0.031
H -2.43292 -2.67463 5.18631 0.004 0.020 0.017
H -3.06150 -2.60626 3.53605 0.003 0.005 -0.005
H -4.69041 -2.01000 5.43960 -0.044 0.017 -0.005
H -5.86763 -0.32881 4.30541 0.006 0.013 -0.004
H -5.14717 -1.36097 3.06281 0.049 -0.022 0.010
H -3.61251 -0.54117 1.68959 0.011 -0.010 0.000
H -2.39754 0.24749 2.72260 0.011 -0.048 -0.037
H -3.39419 1.21821 1.64032 -0.031 0.010 0.014
H -4.44378 0.10447 6.40439 0.005 -0.025 0.023
H -3.18104 0.47442 5.47828 0.058 -0.019 0.017
C -2.50860 2.68019 -7.34373 -0.031 -0.039 -0.031
C -2.39282 2.48296 -5.83435 0.076 0.038 -0.074
C -2.98412 3.63036 -5.00649 -0.081 -0.090 0.109
O -2.20748 4.81128 -4.97704 0.041 0.040 -0.058
C -2.33774 5.65836 -6.09585 0.021 0.030 0.067
N -1.00023 2.19689 -5.49438 -0.018 0.087 0.175
H -1.74908 3.36884 -7.71473 -0.003 0.025 0.023
H -2.35667 1.72961 -7.85471 0.035 -0.001 0.010
H -3.49086 3.06741 -7.62386 0.001 0.003 0.004
H -2.97803 1.59500 -5.57388 -0.039 0.019 0.043
H -3.04271 3.30003 -3.96716 0.035 0.024 0.007
H -4.00585 3.86428 -5.34087 0.014 -0.019 -0.047
H -3.36444 5.65632 -6.47903 -0.004 -0.001 -0.022
H -1.65727 5.38276 -6.90623 -0.041 -0.014 -0.026
H -2.08703 6.66753 -5.76928 -0.002 0.000 0.004
H -0.93777 1.94147 -4.51172 0.005 -0.113 -0.033
H -0.47570 3.06546 -5.55906 0.033 -0.021 -0.069
C -0.07652 -6.03676 -3.54547 -0.033 -0.022 -0.038
C 0.04607 -4.51558 -3.53775 0.074 -0.105 0.078
C 1.09195 -3.96102 -4.51364 -0.100 0.104 -0.057
O 2.43679 -4.11114 -4.10281 0.034 -0.048 0.015
C 3.01029 -5.37975 -4.32941 0.051 0.041 0.010
N 0.25979 -4.05867 -2.16467 0.152 0.026 -0.296
H 0.72962 -6.50375 -2.97883 0.027 0.017 -0.015
H -1.01343 -6.33477 -3.07566 0.011 0.011 0.033
H -0.05978 -6.43622 -4.56214 0.003 0.003 0.002
H -0.91304 -4.10586 -3.87171 0.003 0.029 -0.023
H 0.93945 -2.88104 -4.59112 0.015 0.001 0.003
H 0.95555 -4.38696 -5.51837 -0.005 -0.045 0.024
H 2.64318 -5.81916 -5.26336 -0.006 -0.019 -0.001
H 2.81309 -6.07399 -3.50823 -0.032 -0.021 -0.031
H 4.08815 -5.23904 -4.40643 -0.001 0.005 0.001
H 0.21968 -3.04506 -2.15897 -0.098 -0.063 0.218
H 1.21390 -4.29360 -1.90194 -0.044 -0.040 0.118
C 0.17251 -1.45028 9.82631 0.035 -0.033 -0.004
C -0.67223 -1.13285 8.59555 -0.032 0.010 0.117
C -0.49883 0.29376 8.06250 0.034 -0.024 -0.148
O -1.13080 1.30012 8.83474 -0.016 -0.006 0.082
C -0.41525 1.73319 9.96981 -0.043 0.059 -0.031
N -2.07253 -1.45908 8.86909 -0.062 0.030 -0.138
H -0.27031 -1.03454 10.73216 -0.008 0.034 -0.012
H 0.23525 -2.52939 9.96550 -0.033 -0.002 0.007
H 1.18693 -1.05841 9.72761 0.000 0.002 -0.003
H -0.33787 -1.79349 7.78953 0.016 0.035 -0.045
H -0.97441 0.34314 7.08179 -0.031 0.017 0.023
H 0.56446 0.53742 7.93144 0.011 -0.034 0.042
H 0.66322 1.74339 9.77989 0.014 -0.007 0.015
H -0.61356 1.11133 10.84751 0.047 -0.017 -0.007
H -0.74028 2.74998 10.19123 0.001 0.001 -0.005
H -2.60194 -1.35707 8.00435 0.019 0.004 -0.012
H -2.44523 -0.73607 9.47857 0.018 -0.027 0.054
```
Positions in Å, forces in eV/Å.

Output
- E_tot (hartree) = -5115.527278
- HOMO (eV) = -4.05
- LUMO level (eV) = 2.41
- charge = -1

Löwdin atomic charge list, values in e, 5 entries: atom 1 (N): -0.27, atom 2 (P): 0.69, atom 3 (O): -0.44, atom 4 (Ga): 0.42, atom 5 (C): -0.29


Entry 2:
Computed, not measured: a molecular structure, C27H57ClGaNO2 in a non-equilibrium geometry, with wB97M-V/def2-TZVPD.

XYZ file:
```
89
Properties=species:S:1:pos:R:3:forces:R:3
C 1.12810 1.64226 1.17103 -0.446 -0.870 0.494
C -0.30188 1.05461 1.17854 -0.191 0.280 0.024
C -1.35342 1.92973 0.49663 0.548 0.477 -0.193
C -1.03549 2.37399 -0.95633 -0.764 -0.906 0.252
C -0.27588 1.34271 -1.82692 0.067 1.267 -0.476
C 1.07873 1.89984 -2.32080 0.190 -0.647 -0.009
C 2.22213 0.88427 -2.25101 -0.419 0.937 -0.293
C 3.59116 1.54195 -2.53398 -0.361 -0.497 0.447
C 4.61113 1.11290 -1.44914 0.145 0.648 -1.489
C 6.02575 0.96145 -2.02865 -0.628 -0.662 0.203
C 6.87349 -0.06548 -1.27188 0.651 0.855 0.232
C 6.86322 0.04880 0.26775 -0.490 -0.428 -0.346
C 5.80760 -0.77786 1.01261 0.723 -0.336 0.353
C 5.80823 -2.28937 0.69163 -0.936 0.246 0.165
C 4.65139 -2.59142 -0.26031 0.252 -0.431 -0.160
Ga 4.35102 -4.57738 -0.64397 0.165 -0.195 0.294
Cl 3.14863 -5.41614 1.10392 0.031 0.141 -0.215
O 3.38370 -4.89544 -2.21323 0.057 0.243 0.309
C 3.59469 -3.93844 -3.20167 -0.606 -0.077 0.259
C 2.75692 -2.64655 -3.00103 0.440 0.034 -0.906
C 3.48029 -1.44746 -3.65546 0.087 -0.870 0.097
H 1.44099 1.76685 2.20330 0.149 0.400 0.076
H 1.79887 0.88681 0.77991 0.305 0.174 -0.329
H 1.22354 2.57594 0.62924 0.039 0.070 -0.106
H -0.61907 0.94073 2.21504 -0.051 -0.120 0.109
H -0.31022 0.04970 0.76198 0.067 -0.060 -0.121
H -1.41810 2.84437 1.09143 -0.250 0.073 0.081
H -2.33524 1.45797 0.53292 -0.021 -0.193 0.040
H -0.56290 3.34957 -0.94197 0.421 0.012 -0.086
H -2.00015 2.54394 -1.43874 -0.101 0.192 0.028
H -0.87630 1.19648 -2.72234 -0.126 -0.319 -0.044
H -0.18152 0.36639 -1.36071 0.155 0.009 0.230
H 0.96442 2.22669 -3.35502 0.036 0.076 -0.128
H 1.38999 2.79302 -1.78281 -0.175 0.086 0.338
H 2.23463 0.44733 -1.25517 -0.053 -0.137 0.084
H 2.02119 0.08410 -2.96521 -0.122 0.310 0.540
H 3.92052 1.23958 -3.52762 0.171 0.064 -0.035
H 3.48316 2.62682 -2.54385 0.011 0.099 -0.060
H 4.61847 1.90445 -0.70190 -0.138 -0.388 0.558
H 4.26109 0.15884 -1.07675 0.145 -0.032 0.461
H 5.89581 0.58067 -3.04280 0.199 0.115 -0.187
H 6.49528 1.94114 -2.10646 0.214 0.028 0.086
H 6.63159 -1.06747 -1.61169 -0.188 -0.198 0.150
H 7.91120 0.09375 -1.57346 0.080 -0.078 -0.161
H 7.83429 -0.30371 0.61375 0.099 0.080 0.165
H 6.75373 1.09151 0.57215 0.174 0.148 -0.082
H 4.78943 -0.42717 0.87450 -0.021 0.297 -0.080
H 6.02186 -0.66630 2.07848 0.004 0.135 0.110
H 5.58257 -2.80559 1.62473 0.160 -0.206 0.086
H 6.77335 -2.66341 0.35201 0.081 0.097 -0.174
H 4.79385 -2.09093 -1.21948 -0.070 0.029 -0.042
H 3.74479 -2.20638 0.20811 -0.231 -0.007 -0.129
H 5.75038 -5.34503 -0.66899 -0.011 -0.040 -0.053
H 3.26279 -4.36727 -4.15471 0.238 -0.008 -0.188
H 4.65814 -3.67346 -3.31363 0.049 0.072 0.061
H 1.80758 -2.78401 -3.51751 -0.218 -0.111 0.166
H 2.54351 -2.48722 -1.94727 0.088 0.048 0.091
H 4.07661 -0.93559 -2.90026 -0.104 0.179 -0.260
H 4.17855 -1.80710 -4.41065 0.028 -0.089 -0.154
H 2.77905 -0.77970 -4.15066 0.353 0.016 -0.069
C -7.03527 -0.70673 3.92025 -0.273 -0.110 -0.400
C -6.01607 0.37427 3.49988 -1.162 -2.168 2.730
C -6.67464 1.75729 3.56773 -0.102 0.614 -1.001
C -7.71945 1.97113 2.47469 -0.020 -0.209 -0.049
C -7.12883 1.71910 1.08677 0.246 0.717 1.049
C -6.37824 0.38480 0.93813 -1.881 -2.234 -2.374
N -5.48222 0.11680 2.11659 -1.437 4.470 0.148
O -4.45369 0.70201 1.97210 2.713 -0.705 -0.320
C -7.37637 -0.77955 0.75460 -0.188 -0.109 0.451
C -5.59274 0.41519 -0.37557 0.809 0.264 0.323
C -4.90887 0.27397 4.55132 0.715 0.257 -0.478
H -7.21239 -0.65045 4.99213 0.176 0.093 0.010
H -8.01139 -0.59438 3.45666 0.048 -0.019 -0.081
H -6.66093 -1.70707 3.70013 0.002 0.006 0.008
H -5.90844 2.53545 3.48331 0.124 -0.130 -0.027
H -7.13488 1.88336 4.54765 0.124 -0.295 0.085
H -8.58880 1.33026 2.63851 0.031 -0.013 0.033
H -8.08851 2.99683 2.52561 0.007 -0.018 -0.020
H -7.92112 1.76319 0.33996 0.115 -0.291 -0.126
H -6.44309 2.54153 0.85781 0.144 -0.138 -0.021
H -6.85655 -1.73862 0.75631 0.001 0.010 0.011
H -7.88429 -0.68773 -0.20300 0.134 0.125 -0.040
H -8.15956 -0.81200 1.50728 0.056 -0.001 0.050
H -4.92841 1.27622 -0.44373 0.076 -0.057 0.077
H -6.28395 0.48192 -1.21228 -0.160 -0.040 0.148
H -4.99612 -0.48937 -0.50322 -0.011 0.004 0.004
H -4.42155 -0.70150 4.51476 -0.008 0.008 -0.003
H -5.33476 0.39788 5.54399 -0.194 -0.019 -0.099
H -4.14611 1.04293 4.43602 0.017 -0.038 -0.101
```
Positions in Å, forces in eV/Å.

Output
- E_tot (hartree) = -3652.942921
- HOMO (eV) = -6.35
- LUMO level (eV) = -5.04

Löwdin atomic charge list, values in e, 5 entries: atom 1 (C): -0.07, atom 2 (C): -0.25, atom 3 (C): -0.22, atom 4 (C): -0.20, atom 5 (C): -0.18


Entry 3:
Computed, not measured: 8 unconnected molecules or ions with the total composition C27H57IN2O8 in a non-equilibrium geometry, with wB97M-V/def2-TZVPD.

XYZ file:
```
95
Properties=species:S:1:pos:R:3:forces:R:3
N 1.84230 2.49206 3.43399 -0.014 -0.131 -0.705
C 2.02390 2.04235 2.00303 -0.080 -1.148 0.198
C 1.00074 2.71934 0.91837 0.744 0.187 -1.100
C 0.48462 4.23011 1.28986 -0.443 0.445 -1.501
N -1.02297 4.27066 1.61893 0.921 0.088 1.475
C -1.30957 3.59118 2.94204 0.865 -0.652 0.804
C -2.85229 3.81564 3.48090 1.760 -0.023 -0.226
O -3.74879 3.91369 2.31521 -0.149 -1.946 0.799
C -3.90981 2.62487 1.62458 2.208 -0.104 -0.061
I -5.54114 2.74539 0.10575 1.028 -0.003 1.171
H 0.93084 2.19915 3.84748 1.115 0.659 -0.595
H 2.05193 3.50321 3.57990 -0.557 -1.361 -0.282
H 3.17248 2.12654 1.71104 -2.776 0.168 0.541
H 1.79430 0.87106 1.99183 0.574 2.472 0.047
H 1.61422 2.81454 -0.10174 -1.347 -0.203 2.287
H 0.09979 1.98327 0.65044 1.721 1.806 0.876
H 1.12498 4.79548 2.08966 -1.000 -1.310 -1.242
H 0.58086 4.87088 0.28732 -0.204 -1.329 2.214
H -1.29791 5.27165 1.75289 0.372 -1.113 -0.346
H -1.05762 2.42891 2.84098 -0.707 2.526 0.144
H -0.54185 3.98814 3.76560 -1.703 -0.839 -1.390
H -3.09311 2.91046 4.19014 0.167 1.739 -1.341
H -2.86459 4.83636 4.09996 -0.442 -2.208 -1.619
H -4.06956 1.70274 2.32743 -0.080 1.929 -1.138
H -2.93127 2.42682 0.98201 -2.132 0.442 1.272
C 2.58435 0.45762 -1.92454 -0.339 0.267 0.262
C 3.83658 0.95124 -1.25071 0.136 0.974 1.070
C 5.14575 0.35995 -1.70038 0.237 0.199 0.214
O 3.79176 1.80515 -0.36651 0.205 -1.052 -1.336
H 1.71623 0.97207 -1.49888 0.196 -0.114 -0.093
H 2.62864 0.67356 -2.99500 0.032 -0.213 0.015
H 2.47116 -0.61649 -1.75727 0.091 0.022 -0.190
H 5.30415 0.57146 -2.76088 -0.060 -0.147 -0.012
H 5.14667 -0.71849 -1.52316 -0.045 0.079 -0.139
H 5.96329 0.81012 -1.12723 -0.201 -0.066 -0.106
C 5.64110 -4.46853 1.09466 -0.536 0.183 -0.266
C 5.84129 -3.03787 0.67165 -1.025 0.515 -0.682
C 7.10834 -2.35488 1.11197 -0.090 0.506 -0.255
O 5.00165 -2.44945 -0.00787 0.982 -0.669 0.741
H 4.68407 -4.83166 0.70515 0.348 0.092 0.119
H 6.44257 -5.09139 0.68945 -0.030 -0.005 0.219
H 5.62242 -4.53429 2.18545 0.217 -0.074 -0.047
H 7.97519 -2.88361 0.70761 -0.008 -0.055 0.228
H 7.15505 -2.32651 2.20351 0.145 -0.152 -0.079
H 7.11691 -1.32704 0.73385 -0.011 -0.213 0.090
C -3.92947 4.24559 -3.55774 0.429 0.209 -0.157
C -4.53009 4.25116 -4.93795 0.847 0.572 -1.265
C -5.92544 3.70733 -5.08970 -0.043 0.090 -0.484
O -3.90463 4.68360 -5.90479 -0.783 -0.540 1.190
H -2.91943 4.66697 -3.59974 -0.231 -0.091 -0.021
H -4.53624 4.85806 -2.88602 -0.036 -0.250 0.083
H -3.86554 3.22036 -3.18450 -0.185 0.115 0.151
H -6.62115 4.29576 -4.48619 0.008 -0.229 0.123
H -5.95045 2.65815 -4.78470 -0.118 0.122 0.182
H -6.22897 3.77448 -6.13988 0.101 -0.003 0.230
C -9.50947 3.11104 0.38044 0.407 0.229 -0.164
C -10.11010 3.11660 -0.99978 0.864 0.588 -1.251
C -11.50545 2.57278 -1.15153 -0.060 0.070 -0.515
O -9.48464 3.54904 -1.96662 -0.780 -0.568 1.218
H -8.49944 3.53241 0.33843 -0.280 -0.101 0.021
H -10.11625 3.72350 1.05215 -0.046 -0.214 0.063
H -9.44555 2.08580 0.75367 -0.144 0.100 0.124
H -12.20116 3.16120 -0.54801 0.024 -0.204 0.107
H -11.53046 1.52359 -0.84653 -0.107 0.118 0.167
H -11.80898 2.63992 -2.20171 0.093 -0.005 0.235
C 3.42434 -8.35511 -1.71765 -0.258 0.312 0.291
C 4.67656 -7.86149 -1.04383 -0.227 1.055 1.112
C 5.98574 -8.45278 -1.49349 0.316 0.272 0.321
O 4.63174 -7.00758 -0.15962 0.116 -1.209 -1.149
H 2.55621 -7.84066 -1.29200 0.220 -0.101 -0.126
H 3.46863 -8.13917 -2.78812 -0.037 -0.211 0.014
H 3.31114 -9.42922 -1.55039 0.068 0.018 -0.221
H 6.14413 -8.24127 -2.55400 -0.050 -0.231 0.008
H 5.98666 -9.53122 -1.31628 -0.016 0.035 -0.231
H 6.80327 -8.00261 -0.92034 -0.191 -0.095 -0.116
C -0.78175 0.70902 7.63794 0.137 -0.381 -0.331
C -0.87778 1.76647 6.57100 0.343 -0.354 -1.469
C -1.28908 3.14949 6.99977 0.026 0.205 -0.452
O -0.62958 1.51024 5.39383 -0.356 0.305 1.449
H -0.47462 -0.23873 7.18303 -0.065 0.239 0.079
H -0.03485 0.99826 8.38156 -0.205 0.030 0.091
H -1.75669 0.56983 8.11189 0.129 0.114 0.155
H -0.56483 3.54745 7.71502 -0.190 -0.050 0.113
H -2.28659 3.11903 7.44531 0.141 0.035 0.175
H -1.31582 3.80783 6.12491 0.021 -0.155 0.180
C 2.80875 -4.42835 -5.25983 -0.430 0.100 0.215
C 2.71950 -5.92429 -5.11848 -1.377 -0.638 0.770
C 3.85493 -6.74260 -5.67250 -0.157 -0.459 0.132
O 1.75566 -6.45760 -4.57115 1.307 0.635 -0.696
H 1.92011 -3.96809 -4.81489 0.203 -0.140 -0.094
H 3.69374 -4.05784 -4.73638 0.045 0.022 -0.214
H 2.85076 -4.15697 -6.31770 0.211 0.038 0.082
H 4.78657 -6.47515 -5.16751 0.033 0.106 -0.217
H 3.94358 -6.57431 -6.74873 0.187 0.094 0.105
H 3.65481 -7.80534 -5.49914 0.010 0.230 -0.048
```
Positions in Å, forces in eV/Å.

Output
- SMILES string = NCCCNCCOCI.CC(C)=O.CC(C)=O.CC(C)=O.CC(C)=O.CC(C)=O.CC(C)=O.CC(C)=O
- E_tot (hartree) = -2071.924925
- HOMO (eV) = -8.17
- LUMO level (eV) = 0.44

Löwdin atomic charge list, values in e, 5 entries: atom 1 (N): -0.05, atom 2 (C): -0.27, atom 3 (C): -0.18, atom 4 (C): -0.22, atom 5 (N): -0.11